# 1
The following is a DFT calculation (ωB97M-V/def2-TZVPD) of C18H24N8Os as an isolated structure.

Values from the calculation:
F_max ... 0.48 eV/A
Lowest unoccupied orbital energy ... -14.8 eV
Orbital gap ... 6.25 eV
Charge ... +4
Molar mass ... 542.7 u

Element x y z (Å)
1 Os -0.19192 0.63983 0.14589
2 N -1.40036 0.35285 1.81940
3 C -1.95988 1.64556 2.35751
4 C -0.89514 2.71996 2.24282
5 N -0.26782 2.69602 0.88402
6 C -0.94744 3.52564 -0.16447
7 C -2.14688 2.81806 -0.77513
8 N -1.83392 1.35584 -1.04805
9 H -2.17250 -0.30101 1.68091
10 H -0.84180 -0.08534 2.55300
11 H -2.26549 1.49911 3.39354
12 H -2.86088 1.87961 1.79325
13 H -0.09773 2.51817 2.96063
14 H -1.29758 3.70631 2.47763
15 H 0.65585 3.11047 0.98298
16 H -0.19261 3.74732 -0.92099
17 H -1.27726 4.48344 0.24469
18 H -2.49883 3.32779 -1.67376
19 H -2.99302 2.80615 -0.08946
20 H -2.75478 1.05565 -2.82664
21 H -2.63998 0.81997 -0.72641
22 N 3.05590 -1.02218 2.58875
23 C 2.22351 -0.14943 2.06017
24 N 1.30742 -0.48832 1.14903
25 C 1.29194 -1.79696 0.73574
26 N 0.44857 -2.11908 -0.31373
27 N -0.24874 -1.12645 -0.69634
28 C -0.88628 -1.35222 -1.93652
29 C -1.44571 -0.44158 -2.75405
30 C -1.76507 -0.71559 -4.14857
31 C -1.54783 0.25171 -5.06006
32 C -0.94994 1.51785 -4.63598
33 C -0.98370 1.89035 -3.36135
34 N -1.78304 0.98520 -2.46842
35 C 2.12766 -2.78022 1.27350
36 C 2.10409 -4.14304 0.88238
37 C 2.97532 -5.01741 1.47223
38 C 3.89432 -4.57552 2.45218
39 C 3.95078 -3.25548 2.85389
40 C 3.06720 -2.36432 2.26466
41 H 3.73394 -0.68519 3.27182
42 H 2.30409 0.87850 2.38633
43 H -0.76670 -2.35848 -2.32638
44 H -2.04618 -1.72409 -4.42872
45 H -1.71270 0.07048 -6.11466
46 H -0.46184 2.15868 -5.36151
47 H -0.61847 2.79983 -2.91404
48 H 1.40314 -4.47396 0.12976
49 H 2.97213 -6.06228 1.19047
50 H 4.57340 -5.29389 2.89596
51 H 4.66274 -2.92828 3.60208

Forces on the atoms, in the same order (eV/Å):
-0.096 0.455 0.122
-0.068 -0.176 -0.131
0.041 0.008 -0.065
0.008 -0.112 0.029
0.023 -0.069 -0.162
0.022 -0.003 -0.009
-0.089 0.011 0.021
0.154 -0.086 0.319
-0.008 0.018 0.007
0.020 0.038 0.006
0.003 0.053 0.015
0.017 0.006 0.006
-0.009 0.041 0.011
-0.051 -0.010 -0.010
-0.011 0.034 0.066
-0.017 0.003 -0.002
0.006 0.002 0.009
0.060 -0.010 -0.030
0.000 0.025 -0.033
0.020 0.016 -0.039
-0.050 0.027 -0.029
0.018 -0.045 0.000
-0.037 0.019 -0.047
0.135 -0.041 -0.011
-0.054 0.088 0.106
0.097 -0.262 0.005
-0.088 0.110 -0.115
0.019 0.022 -0.131
-0.002 -0.084 0.256
-0.021 -0.005 -0.205
0.007 -0.104 0.101
-0.016 0.064 0.039
0.113 0.006 -0.024
-0.071 -0.024 0.002
-0.070 -0.080 -0.112
0.044 -0.048 0.016
-0.100 0.029 -0.083
0.047 0.035 0.057
-0.010 0.032 0.003
0.090 0.020 0.077
0.001 -0.008 0.000
-0.012 0.002 -0.010
-0.028 0.004 -0.007
-0.023 0.012 -0.019
-0.009 -0.003 0.000
0.010 -0.009 -0.001
-0.020 -0.005 -0.001
0.000 0.001 0.000
-0.011 0.002 -0.010
0.008 0.011 0.008
0.005 -0.010 0.000

# 2
The following is a DFT calculation (ωB97M-V/def2-TZVPD) of C18H25BrCl45InOPS as an isolated structure.

Values from the calculation:
F_max ... 1.35 eV/A
Lowest unoccupied orbital energy ... 0.8 eV
Orbital gap ... 5.10 eV
Charge ... -1
Molar mass ... 2110.5 u

Element x y z (Å)
1 O -7.10347 3.46237 -7.47420
2 P -6.44171 3.70093 -9.00446
3 Br -6.74495 5.92914 -9.48113
4 In -3.92874 3.36644 -8.55275
5 C -3.80537 1.20998 -7.90142
6 C -4.26277 1.13643 -6.43255
7 C -3.08641 1.54471 -5.54853
8 S -3.42085 1.30376 -3.77086
9 H -6.42878 3.76467 -6.84292
10 H -3.43302 4.41659 -7.18494
11 H -2.92288 3.75226 -9.95912
12 H -2.77567 0.88798 -8.00723
13 H -4.48296 0.63199 -8.51784
14 H -4.58164 0.13657 -6.15207
15 H -5.05176 1.86183 -6.25334
16 H -2.84796 2.58315 -5.72563
17 H -2.24479 0.92078 -5.82296
18 H -3.92417 2.50736 -3.46082
19 C -5.64545 5.67950 -2.74569
20 Cl -5.72622 5.31865 -4.46699
21 Cl -4.72076 4.45037 -1.87934
22 Cl -4.92692 7.27266 -2.49560
23 H -6.64979 5.68702 -2.34388
24 C -1.44565 6.61197 -3.44492
25 Cl -1.56058 6.20151 -5.14937
26 Cl -0.58244 5.35756 -2.54891
27 Cl -0.67695 8.19123 -3.21228
28 H -2.44888 6.67174 -3.05175
29 C 2.81462 4.10590 -0.27850
30 Cl 4.01436 2.88916 0.17587
31 Cl 3.53721 5.34178 -1.30896
32 Cl 1.43394 3.35414 -1.07041
33 H 2.46568 4.58396 0.62619
34 C -7.49371 6.70317 -13.33175
35 Cl -6.17975 5.57155 -13.07899
36 Cl -7.00155 8.02483 -14.40238
37 Cl -8.92303 5.88615 -13.97568
38 H -7.75486 7.12749 -12.37076
39 C -7.54512 1.03600 -4.01272
40 Cl -7.15571 2.75357 -4.11555
41 Cl -8.98402 0.77176 -3.01070
42 Cl -7.76730 0.34977 -5.61740
43 H -6.70944 0.53456 -3.54156
44 C 4.66482 -0.89977 1.96020
45 Cl 5.76512 0.39225 1.46316
46 Cl 3.15515 -0.23080 2.57682
47 Cl 4.35948 -2.01400 0.63091
48 H 5.13097 -1.46500 2.75761
49 C 5.01582 -3.47005 5.70657
50 Cl 3.47133 -4.23110 6.07098
51 Cl 5.31082 -3.45838 3.96382
52 Cl 5.07966 -1.83224 6.35734
53 H 5.79628 -4.05270 6.17793
54 C 5.28186 -6.64113 9.12144
55 Cl 6.42461 -7.88851 9.62489
56 Cl 6.08801 -5.40675 8.14713
57 Cl 3.93352 -7.35155 8.24756
58 H 4.89252 -6.16420 10.01102
59 C 2.64583 -5.75440 -0.67656
60 Cl 1.71566 -4.45511 -1.42024
61 Cl 3.92911 -6.29777 -1.76375
62 Cl 3.31822 -5.22761 0.86491
63 H 1.98290 -6.58866 -0.49401
64 C 0.48602 -6.88362 10.50802
65 Cl 0.24082 -8.21896 11.63380
66 Cl 1.93588 -5.97322 10.94533
67 Cl 0.58168 -7.47975 8.85240
68 H -0.35997 -6.21445 10.58006
69 C 7.78272 -9.77328 12.50782
70 Cl 7.37907 -11.32666 11.77590
71 Cl 7.55758 -9.82627 14.25646
72 Cl 9.43283 -9.29628 12.09926
73 H 7.10879 -9.02916 12.10611
74 C -4.97443 9.84853 0.79435
75 Cl -5.26930 8.35009 1.67923
76 Cl -3.56379 9.69095 -0.24942
77 Cl -6.39747 10.31207 -0.14044
78 H -4.77571 10.63028 1.51390
79 C 7.97692 3.29223 -0.41757
80 Cl 7.08100 4.61717 -1.15055
81 Cl 9.23659 2.70126 -1.50361
82 Cl 8.66694 3.77778 1.13426
83 H 7.28364 2.48153 -0.23651
84 C 2.05031 -9.05469 14.75436
85 Cl 2.26300 -9.84220 16.31849
86 Cl 2.50151 -7.35137 14.84298
87 Cl 2.97656 -9.88171 13.50282
88 H 1.00318 -9.10979 14.49019
89 C 3.38093 -3.47844 -4.55905
90 Cl 2.76327 -4.11853 -6.08296
91 Cl 5.08637 -3.04517 -4.70628
92 Cl 2.42633 -2.09904 -4.02231
93 H 3.29722 -4.25473 -3.81000

Forces on the atoms, in the same order (eV/Å):
0.795 0.666 -0.143
-0.504 -0.842 -0.300
0.041 0.243 0.312
0.705 0.067 -0.059
-0.702 1.102 0.343
1.012 0.379 -0.371
-0.812 -0.250 0.020
0.154 -0.137 0.203
-0.468 -0.213 0.064
-0.233 -0.119 0.011
-0.231 -0.052 0.051
0.126 -0.357 -0.157
0.088 -0.262 -0.308
-0.268 -0.161 0.170
-0.482 -0.214 0.153
0.270 0.246 -0.012
0.373 -0.046 0.265
0.042 -0.052 -0.260
0.055 -0.101 -0.207
0.263 0.446 0.003
0.014 0.074 0.093
-0.108 0.126 0.127
-0.016 0.034 0.008
0.038 -0.152 -0.193
-0.047 -0.006 0.057
-0.047 0.169 -0.033
-0.019 0.013 0.046
-0.035 0.034 0.073
0.044 -0.001 -0.133
-0.102 0.011 0.042
-0.076 0.033 0.010
0.104 -0.143 0.097
0.006 0.012 0.022
0.088 -0.118 0.103
0.028 -0.016 -0.141
-0.014 0.039 -0.004
-0.027 0.021 -0.004
-0.017 -0.006 0.027
0.004 0.005 -0.118
-0.201 -0.447 0.058
0.016 -0.004 0.044
-0.037 0.009 0.053
0.050 0.017 0.001
-0.110 0.079 -0.112
0.135 -0.070 0.096
0.027 -0.019 0.031
0.053 0.093 0.006
-0.009 0.301 -0.122
-0.150 0.132 -0.029
0.018 0.008 -0.030
0.066 -0.351 0.105
0.029 -0.015 -0.001
-0.055 0.075 -0.175
-0.131 -0.108 -0.066
0.074 0.011 -0.015
0.163 -0.131 0.290
0.127 0.007 -0.023
0.007 0.035 0.010
0.039 0.121 0.001
-0.016 -0.024 0.001
-0.002 -0.030 -0.014
-0.046 -0.179 0.035
-0.006 -0.024 -0.003
0.162 -0.075 -0.044
-0.090 -0.023 -0.005
-0.035 0.068 0.030
-0.147 0.042 0.046
-0.023 0.006 0.009
0.053 -0.053 0.070
-0.017 0.029 -0.021
-0.013 0.014 -0.020
-0.058 0.009 -0.013
-0.015 0.020 0.004
-0.021 -0.095 -0.097
0.004 0.013 0.014
0.053 0.041 0.015
0.005 0.017 0.017
-0.001 0.014 0.019
-0.009 0.075 -0.050
0.059 -0.019 0.014
-0.012 -0.020 0.014
-0.019 -0.026 0.017
-0.015 -0.019 -0.007
0.107 0.026 0.006
-0.023 0.001 -0.014
-0.025 0.000 -0.012
0.020 -0.024 0.000
-0.022 0.008 -0.004
-0.030 0.061 -0.016
0.003 -0.017 0.021
0.006 -0.022 0.026
0.014 0.003 -0.021
0.007 -0.012 0.009

Which of these has the highest orbital gap? C18H24N8Os